Entry 1:
This record from the OMol25 dataset describes a 7-piece molecular cluster, C9H32O9 overall in a non-equilibrium geometry. The level of theory is ωB97M-V with the def2-TZVPD basis set.

```
50
Properties=species:S:1:pos:R:3
O -2.60 -0.34 -2.65
C -1.68 0.12 -3.65
C -1.03 1.36 -3.15
O -2.10 2.22 -2.72
H -3.22 0.35 -2.45
H -0.98 -0.67 -3.83
H -2.25 0.28 -4.57
H -0.43 1.88 -3.90
H -0.41 1.11 -2.29
H -1.74 3.11 -2.48
O -0.11 4.36 -1.81
C 0.02 3.79 -0.54
C 1.36 3.08 -0.47
O 2.37 4.07 -0.53
H 0.74 4.40 -2.20
H 0.07 4.63 0.15
H -0.87 3.23 -0.29
H 1.53 2.39 -1.31
H 1.47 2.50 0.45
H 2.33 4.70 0.21
C 1.75 0.72 3.65
O 1.33 -0.15 4.74
H 2.22 1.61 4.02
H 2.42 0.23 2.93
H 0.81 0.95 3.17
H 2.06 -0.24 5.33
C 1.12 -3.10 2.69
O 0.36 -2.10 3.33
H 0.54 -3.69 2.02
H 1.93 -2.74 2.07
H 1.54 -3.83 3.36
H 0.87 -1.54 3.94
C -3.11 -2.71 1.93
O -2.33 -3.28 2.94
H -4.01 -3.34 1.79
H -3.46 -1.65 2.14
H -2.51 -2.68 1.01
H -1.53 -2.77 3.12
C 1.97 -2.32 -2.98
O 2.02 -2.08 -1.58
H 1.55 -1.46 -3.47
H 2.96 -2.58 -3.37
H 1.28 -3.13 -3.21
H 1.13 -2.00 -1.26
C -0.40 -0.30 0.25
O -0.50 -1.05 -0.95
H -0.79 0.70 0.14
H -0.94 -0.81 1.00
H 0.65 -0.14 0.52
H -1.41 -1.11 -1.24
```

SMILES: OCCO.OCCO.CO.CO.CO.CO.CO
E_HOMO (eV): -9.6434
DFT total energy (Ha): -1039.13361
Kohn-Sham gap (eV): 9.9
Relative energy (zero: lowest compared OMol25 entry of this formula, charge and spin) (eV): 0.578

***

Entry 2:
This record from the OMol25 dataset describes C9H33N10O8Y as an isolated structure in a non-equilibrium geometry. The level of theory is ωB97M-V with the def2-TZVPD basis set.

```
61
Properties=species:S:1:pos:R:3
Y 0.98 -0.87 -2.15
O 0.04 0.31 -0.47
H -0.58 -0.24 0.02
C -3.82 0.79 0.70
C -4.27 0.50 2.13
O -5.50 1.12 2.44
H -3.58 1.84 0.54
H -4.61 0.46 0.01
H -2.92 0.22 0.43
H -3.46 0.79 2.81
H -4.41 -0.58 2.19
H -5.44 2.02 2.09
C 1.26 1.73 4.20
C 1.30 1.50 2.71
O -0.02 1.54 2.21
H 1.04 2.77 4.43
H 2.23 1.52 4.66
H 0.49 1.13 4.68
H 1.75 0.52 2.50
H 1.90 2.29 2.23
H -0.11 1.23 1.30
C -2.02 -2.79 -1.90
O -1.21 -1.87 -2.09
N -2.49 -3.15 -0.69
N -2.36 -3.62 -2.94
H -3.19 -3.87 -0.59
H -2.32 -2.57 0.11
H -1.99 -3.35 -3.83
H -3.24 -4.11 -2.86
C 2.27 2.35 -1.90
O 2.04 1.26 -2.44
N 1.79 2.61 -0.66
N 3.12 3.28 -2.40
H 1.14 1.94 -0.25
H 2.16 3.34 -0.07
H 3.49 3.15 -3.32
H 3.07 4.19 -1.98
C -1.33 1.52 -3.17
O -0.47 0.63 -3.24
N -1.71 2.02 -1.98
N -1.93 2.00 -4.29
H -2.48 2.65 -1.88
H -1.22 1.56 -1.21
H -1.41 1.81 -5.14
H -2.60 2.74 -4.24
C 3.85 -0.83 0.01
O 2.78 -0.75 -0.62
N 4.44 0.27 0.53
N 4.47 -2.00 0.25
H 3.92 1.13 0.60
H 5.34 0.18 0.96
H 5.36 -2.00 0.72
H 4.06 -2.88 -0.02
C 0.78 -2.97 0.90
O 0.73 -2.49 -0.24
N 1.40 -2.34 1.92
N 0.32 -4.22 1.16
H 1.68 -1.40 1.70
H 1.37 -2.73 2.84
H -0.23 -4.71 0.47
H 0.37 -4.59 2.09
```

E_HOMO (eV): -14.0170
DFT total energy (Ha): -1550.43576
Kohn-Sham gap (eV): 8.2
Net charge: +2

***

Entry 3:
This record from the OMol25 dataset describes a 8-piece molecular cluster, C9H34N2O12 overall in a non-equilibrium geometry. The level of theory is ωB97M-V with the def2-TZVPD basis set.

```
57
Properties=species:S:1:pos:R:3
C 5.56 20.05 16.77
C 4.31 19.24 17.25
O 3.07 20.01 17.23
O 5.32 20.61 15.50
H 6.39 19.36 16.64
H 5.67 20.81 17.54
H 4.41 18.77 18.22
H 4.13 18.40 16.58
H 2.58 19.86 16.42
H 6.12 21.11 15.37
C 5.11 24.48 16.88
C 6.42 24.32 17.58
O 6.70 23.00 18.19
O 4.83 25.78 16.43
H 4.32 24.20 17.57
H 5.08 23.72 16.09
H 6.47 25.05 18.38
H 7.32 24.71 17.09
H 5.88 22.72 18.61
H 4.01 25.90 15.93
C 6.00 18.00 22.78
C 5.04 17.29 23.72
O 4.99 15.92 23.42
O 5.28 18.07 21.49
H 6.99 17.59 22.58
H 6.26 19.00 23.12
H 4.01 17.62 23.78
H 5.61 17.33 24.65
H 4.43 15.77 22.66
H 5.25 17.15 21.21
C 4.10 24.11 22.56
C 4.31 23.12 21.44
O 4.88 23.79 20.35
O 3.02 25.06 22.29
H 5.08 24.55 22.75
H 3.97 23.60 23.51
H 3.33 22.77 21.12
H 4.87 22.24 21.75
H 4.17 24.22 19.86
H 3.44 25.89 22.52
C 8.87 20.48 23.80
O 8.73 20.51 24.95
N 9.24 19.44 23.15
N 8.54 21.40 22.93
H 9.42 19.42 22.16
H 9.65 18.66 23.64
H 8.53 21.10 21.97
H 7.97 22.16 23.27
O 7.26 19.96 20.35
H 6.44 20.35 20.05
H 7.04 19.04 20.51
O 8.92 18.04 18.85
H 8.92 17.27 18.29
H 9.16 17.72 19.72
O 9.75 21.19 19.85
H 10.17 20.99 19.02
H 8.97 20.64 19.87
```

E_HOMO (spin up / spin down) (eV): 0.1317 / -7.1313
Spin multiplicity: 2
DFT total energy (Ha): -1375.57397
Kohn-Sham gap (spin up / spin down) (eV): 2.0 / 9.3
Net charge: -1

***

Entry 4:
This record from the OMol25 dataset describes C9H34NO11V as an isolated structure in a non-equilibrium geometry. The level of theory is ωB97M-V with the def2-TZVPD basis set.

```
56
Properties=species:S:1:pos:R:3
O 1.29 1.06 2.01
V -0.28 1.12 2.02
O -1.01 -0.21 2.59
C -0.32 -1.37 -3.86
C 0.68 -1.29 -2.74
C 1.95 -2.00 -3.21
C 2.73 -1.15 -4.26
C 3.15 0.18 -3.69
C 1.90 1.03 -3.24
N 1.02 0.12 -2.34
O -0.15 0.78 -1.82
C 1.21 1.55 -4.58
C 2.47 2.30 -2.46
C 0.20 -2.11 -1.45
H -0.59 -2.41 -4.04
H 0.09 -1.04 -4.81
H -1.17 -0.72 -3.65
H 1.76 -3.00 -3.60
H 2.67 -2.01 -2.40
H 2.11 -0.94 -5.13
H 3.59 -1.71 -4.64
H 3.65 0.84 -4.39
H 3.69 -0.06 -2.78
H 1.96 2.11 -5.14
H 0.41 2.24 -4.32
H 0.71 0.78 -5.17
H 2.95 2.09 -1.51
H 1.71 3.03 -2.18
H 3.23 2.86 -3.00
H -0.77 -1.72 -1.14
H 0.86 -1.87 -0.62
H 0.18 -3.20 -1.51
O 5.47 0.20 0.94
H 5.78 0.86 1.56
H 4.53 0.14 1.10
O -0.12 2.12 5.26
H -0.88 2.18 5.83
H 0.63 2.20 5.85
O -2.37 -2.03 7.11
H -1.55 -1.72 6.73
H -2.31 -1.79 8.04
O -3.73 2.65 2.44
H -4.30 2.26 3.09
H -4.30 3.23 1.93
O -0.28 4.65 1.56
H -0.59 5.05 2.37
H -0.37 5.34 0.90
O -2.30 -4.75 3.24
H -1.99 -3.85 3.35
H -1.55 -5.30 3.47
O -5.01 -0.07 5.19
H -5.37 0.35 5.98
H -4.41 -0.74 5.52
O -5.59 -2.08 1.48
H -5.48 -1.33 2.06
H -5.81 -2.81 2.07
```

E_HOMO (eV): -6.0033
DFT total energy (Ha): -2189.45004
Kohn-Sham gap (eV): 3.9

***

Entry 5:
This record from the OMol25 dataset describes a 10-piece molecular cluster, C9H36ClO13 overall in a non-equilibrium geometry. The level of theory is ωB97M-V with the def2-TZVPD basis set.

```
59
Properties=species:S:1:pos:R:3
Cl 0.68 1.04 1.30
O 0.30 -0.04 2.18
O 0.05 2.21 1.74
O 2.07 1.27 1.36
O 0.42 0.70 -0.04
O 1.62 1.54 4.62
H 0.69 1.57 4.38
H 2.08 1.75 3.81
O 2.61 4.25 -0.73
H 2.79 3.47 -0.21
H 1.67 4.36 -0.69
O -0.76 -0.65 -2.30
H -0.23 -0.50 -1.52
H -0.16 -0.48 -3.03
O 4.19 -0.70 0.76
H 3.34 -0.39 1.07
H 4.74 -0.73 1.54
O 2.18 -2.06 3.13
H 1.71 -1.26 2.89
H 2.21 -2.03 4.09
O 3.26 0.37 -1.71
H 3.89 -0.02 -1.09
H 2.64 0.83 -1.15
C -0.36 -5.35 0.36
C -0.05 -4.07 1.08
C -1.37 -3.35 1.55
O 0.66 -4.46 2.20
H -0.64 -5.16 -0.68
H -1.10 -5.95 0.89
H 0.49 -6.03 0.36
H 0.52 -3.37 0.48
H -1.28 -2.57 2.30
H -2.06 -4.02 2.07
H -2.05 -3.14 0.73
H 1.13 -3.69 2.53
C -4.81 0.77 1.70
C -3.94 1.71 0.94
C -3.29 2.86 1.78
O -2.92 0.94 0.29
H -4.34 -0.18 1.98
H -5.58 0.38 1.04
H -5.31 1.18 2.58
H -4.64 2.10 0.20
H -3.97 3.71 1.85
H -2.48 3.28 1.18
H -2.95 2.38 2.70
H -2.18 0.86 0.89
C -0.06 1.03 -5.33
C 1.22 1.21 -4.44
C 1.09 2.26 -3.37
O 1.68 -0.04 -4.01
H -0.04 1.83 -6.06
H -0.98 1.13 -4.75
H -0.20 0.06 -5.79
H 2.10 1.54 -4.99
H 2.09 2.47 -3.00
H 0.51 1.99 -2.49
H 0.65 3.17 -3.79
H 2.42 0.00 -3.40
```

E_HOMO (eV): -7.1663
DFT total energy (Ha): -1802.63462
Kohn-Sham gap (eV): 9.9
Net charge: -1
Relative energy (zero: lowest compared OMol25 entry of this formula, charge and spin) (eV): 1.019

***

Entry 6:
This record from the OMol25 dataset describes C9H36F2InNO13S2 as an isolated structure in a non-equilibrium geometry. The level of theory is ωB97M-V with the def2-TZVPD basis set.

```
64
Properties=species:S:1:pos:R:3
In 3.40 -0.01 -0.01
N 0.53 0.25 -0.09
S -0.68 -0.79 0.06
O -1.17 -1.31 -1.18
O -1.56 -0.70 1.21
F 0.25 -2.02 0.47
S -0.52 1.57 -0.31
O -0.79 2.19 0.96
O -1.52 1.60 -1.33
F 0.58 2.52 -0.90
C 1.84 -2.54 -2.20
O 2.67 -2.62 -1.04
H 2.36 -3.12 -2.97
H 0.87 -3.03 -2.07
H 1.66 -1.51 -2.52
H 2.91 -3.54 -0.88
C 1.07 0.32 3.26
O 2.46 0.50 2.98
H 0.51 1.22 2.98
H 0.61 -0.53 2.78
H 0.96 0.31 4.35
H 2.77 1.23 3.54
C -1.50 -3.57 -4.36
O -2.06 -2.30 -4.44
H -1.91 -4.27 -3.61
H -1.58 -4.03 -5.34
H -0.43 -3.50 -4.09
H -2.21 -1.92 -3.55
C -1.72 3.46 4.00
O -1.06 3.85 5.18
H -1.63 4.23 3.23
H -1.17 2.60 3.63
H -2.75 3.17 4.20
H -1.40 4.67 5.57
C -4.33 -2.45 -1.06
O -4.49 -3.53 -1.96
H -4.35 -1.53 -1.67
H -5.17 -2.31 -0.37
H -3.39 -2.54 -0.53
H -4.92 -3.22 -2.77
C 3.73 3.73 0.12
O 2.85 2.77 0.75
H 4.48 4.09 0.83
H 4.30 3.35 -0.72
H 3.10 4.59 -0.15
H 2.72 3.17 1.61
C 2.29 -3.11 2.70
O 3.24 -2.24 2.09
H 1.68 -2.71 3.51
H 1.60 -3.37 1.90
H 2.72 -4.06 3.04
H 3.99 -2.26 2.71
C -4.07 1.49 0.79
O -4.29 2.85 0.42
H -3.37 1.49 1.63
H -5.04 1.11 1.12
H -3.67 0.98 -0.08
H -4.00 2.94 -0.50
C 2.39 1.13 -3.70
O 2.97 1.81 -2.59
H 2.16 1.79 -4.53
H 2.96 0.30 -4.10
H 1.44 0.67 -3.39
H 2.69 2.73 -2.63
```

E_HOMO (eV): -14.8983
DFT total energy (Ha): -2582.57082
Kohn-Sham gap (eV): 1.9
Net charge: +2
Relative energy (zero: lowest compared OMol25 entry of this formula, charge and spin) (eV): 0.600

***

Entry 7:
This record from the OMol25 dataset describes C9H36F4N2O17S4Zn as an isolated structure in a non-equilibrium geometry. The level of theory is ωB97M-V with the def2-TZVPD basis set.

```
73
Properties=species:S:1:pos:R:3
Zn 0.36 0.27 -0.11
N -1.27 1.05 0.51
S -1.90 2.36 0.27
O -2.01 3.33 1.35
O -2.76 2.45 -0.92
F -0.54 2.91 -0.40
S -2.68 0.56 1.40
O -4.05 0.76 0.86
O -2.54 0.51 2.86
F -2.55 -1.00 1.07
N 1.51 0.68 -1.59
S 3.20 0.65 -1.81
O 3.99 1.88 -1.68
O 3.72 -0.38 -2.64
F 3.53 0.08 -0.33
S 1.35 1.02 -3.07
O 1.33 -0.07 -4.08
O 1.71 2.36 -3.45
F -0.25 1.16 -2.91
C -1.43 4.15 -3.89
O -1.75 5.51 -4.15
H -1.42 3.61 -4.84
H -0.52 4.02 -3.30
H -2.21 3.72 -3.26
H -1.91 5.90 -3.29
C 2.43 4.72 -1.25
O 2.58 3.95 -0.07
H 2.31 5.77 -0.99
H 3.34 4.77 -1.83
H 1.58 4.36 -1.82
H 3.52 3.95 0.13
C -4.22 -0.05 -2.25
O -3.70 -1.13 -1.49
H -3.40 0.65 -2.35
H -4.51 -0.38 -3.25
H -5.14 0.38 -1.85
H -4.46 -1.68 -1.26
C 2.11 1.32 2.35
O 1.49 1.60 1.10
H 2.77 2.14 2.63
H 1.42 1.12 3.17
H 2.77 0.46 2.32
H 1.82 2.46 0.82
C -0.43 -2.21 -1.92
O -0.85 -1.01 -1.24
H -1.26 -2.66 -2.48
H 0.49 -1.93 -2.43
H -0.23 -2.98 -1.18
H -1.80 -1.07 -1.35
C -1.52 -4.92 1.60
O -0.52 -4.98 2.60
H -1.66 -3.92 1.19
H -1.17 -5.61 0.83
H -2.48 -5.29 1.98
H -0.57 -5.86 2.97
C 0.73 -1.66 1.99
O 1.19 -1.34 0.69
H 0.03 -2.49 1.82
H 1.44 -2.01 2.74
H 0.17 -0.85 2.45
H 1.71 -2.07 0.34
C -0.65 -0.10 5.74
O 0.38 -1.02 6.01
H -1.53 -0.40 6.31
H -0.39 0.90 6.09
H -0.84 -0.13 4.67
H 0.15 -1.81 5.51
C 2.41 -4.67 -0.23
O 2.93 -3.37 -0.02
H 1.79 -5.09 0.56
H 1.90 -4.71 -1.19
H 3.24 -5.38 -0.25
H 3.77 -3.28 -0.49
```

E_HOMO (eV): -9.6367
DFT total energy (Ha): -5524.34809
Kohn-Sham gap (eV): 8.3

***

Entry 8:
This record from the OMol25 dataset describes a 9-piece molecular cluster, C9H36N18O9 overall in a non-equilibrium geometry. The level of theory is ωB97M-V with the def2-TZVPD basis set.

```
72
Properties=species:S:1:pos:R:3
N 0.57 -3.12 3.95
C -0.46 -2.91 5.02
N -1.82 -3.11 4.60
O -0.13 -2.62 6.14
H 1.38 -2.61 4.22
H 0.31 -2.83 3.03
H -2.52 -3.27 5.31
H -1.93 -3.62 3.75
N 2.25 -1.85 -2.64
C 3.43 -1.14 -2.21
N 4.59 -1.23 -3.01
O 3.43 -0.51 -1.17
H 1.35 -1.45 -2.32
H 2.26 -2.12 -3.61
H 5.40 -1.08 -2.45
H 4.64 -1.94 -3.70
N -2.77 3.65 -3.57
C -2.17 2.70 -2.78
N -1.30 1.72 -3.34
O -2.50 2.67 -1.61
H -3.40 4.27 -3.09
H -2.54 3.88 -4.51
H -1.19 1.68 -4.34
H -0.95 1.03 -2.72
N 3.31 -2.76 1.84
C 2.70 -3.79 0.98
N 2.14 -3.33 -0.30
O 2.68 -4.91 1.37
H 3.43 -1.82 1.54
H 3.92 -3.07 2.58
H 2.64 -2.54 -0.64
H 2.22 -4.10 -0.95
N 0.00 -1.37 0.44
C -0.44 -0.61 -0.60
N -1.14 0.56 -0.31
O -0.14 -0.81 -1.79
H 0.37 -2.29 0.26
H -0.18 -1.06 1.39
H -1.39 0.73 0.65
H -1.69 1.02 -1.00
N -2.93 -2.43 -2.36
C -2.85 -1.90 -3.70
N -1.47 -1.73 -4.29
O -3.84 -1.61 -4.30
H -2.09 -2.71 -1.91
H -3.81 -2.56 -1.93
H -1.60 -1.07 -5.03
H -0.88 -1.34 -3.57
N 1.66 1.76 -0.56
C 2.48 2.88 -0.39
N 3.85 2.65 -0.58
O 2.06 3.99 -0.14
H 2.09 0.86 -0.71
H 0.69 1.81 -0.31
H 4.28 1.80 -0.85
H 4.54 3.35 -0.53
N -1.81 1.59 3.02
C -2.22 0.29 3.08
N -3.47 -0.08 3.49
O -1.48 -0.63 2.71
H -2.41 2.39 3.00
H -0.86 1.69 2.73
H -4.12 0.55 3.90
H -3.69 -1.05 3.41
N -0.98 3.89 0.34
C -1.29 4.35 1.63
N -0.22 4.85 2.45
O -2.43 4.20 2.04
H -1.71 3.87 -0.34
H -0.03 3.98 0.00
H 0.66 4.98 2.03
H -0.51 5.36 3.25
```

SMILES: NC(N)=O.NC(N)=O.NC(N)=O.NC(N)=O.NC(N)=O.NC(N)=O.NC(N)=O.NC(N)=O.NC(N)=O
E_HOMO (eV): -9.6487
DFT total energy (Ha): -2027.67482
Kohn-Sham gap (eV): 9.9
Relative energy (zero: lowest compared OMol25 entry of this formula, charge and spin) (eV): 1.292